{"formula": "C44H40AsN2O2RbSe4", "method": "the ωB97M-V functional and the def2-TZVPD basis", "symbols": ["Rb", "C", "C", "C", "C", "C", "C", "C", "C", "C", "H", "H", "H", "H", "H", "H", "H", "H", "H", "H", "H", "H", "C", "O", "C", "C", "C", "C", "C", "C", "N", "N", "C", "C", "O", "C", "C", "C", "C", "C", "C", "C", "C", "H", "H", "H", "H", "H", "H", "H", "H", "H", "H", "H", "H", "H", "Se", "Se", "Se", "Se", "C", "C", "C", "C", "C", "C", "As", "C", "C", "C", "C", "C", "C", "C", "C", "C", "C", "C", "C", "H", "H", "H", "H", "H", "H", "H", "H", "H", "H", "H", "H", "H", "H", "H"], "xyz": [[-0.394544, 0.972169, 0.806969], [-3.313899, -0.414067, -1.656302], [-3.335232, -0.659052, -0.170301], [-3.941756, 0.245549, 0.696864], [-3.952215, 0.038781, 2.074456], [-4.629557, 1.009762, 3.000556], [-3.336662, -1.104214, 2.579593], [-2.739585, -2.035696, 1.736132], [-2.125534, -3.293384, 2.293881], [-2.736910, -1.795976, 0.364990], [-2.358760, 0.026368, -1.945608], [-4.111350, 0.267365, -1.955149], [-3.426152, -1.350187, -2.207291], [-4.434065, 1.122189, 0.286555], [-5.201381, 1.752588, 2.441994], [-3.898519, 1.535863, 3.627890], [-5.306488, 0.487791, 3.679269], [-3.341074, -1.273232, 3.651238], [-2.067492, -4.072414, 1.531915], [-2.707984, -3.668030, 3.136728], [-1.112557, -3.114375, 2.657293], [-2.279877, -2.520071, -0.300666], [-1.024031, 3.820639, 2.715409], [-0.902447, 3.564747, 1.308120], [-1.440396, 4.444317, 0.435145], [-2.181872, 5.550343, 0.822944], [-2.655571, 6.447588, -0.127489], [-2.383226, 6.238567, -1.468040], [-1.665289, 5.118473, -1.860614], [-1.201043, 4.190240, -0.934702], [-0.568332, 2.976524, -1.289120], [-0.031447, 3.039546, -2.416016], [0.462192, 1.934697, -3.059692], [0.320544, 0.559869, -2.669969], [-0.067765, 0.169049, -1.539121], [0.604655, -0.422110, -3.700587], [1.169511, -0.119313, -4.885120], [1.491034, 1.232034, -5.216015], [2.146080, 1.559408, -6.418315], [2.435475, 2.858895, -6.740961], [2.059906, 3.879831, -5.850331], [1.419279, 3.584069, -4.675329], [1.118754, 2.249078, -4.310460], [-0.609218, 4.794183, 2.984341], [-0.438004, 3.056415, 3.220838], [-2.059020, 3.755324, 3.054133], [-2.381320, 5.720022, 1.870355], [-3.233610, 7.305223, 0.191493], [-2.742001, 6.936841, -2.214198], [-1.468532, 4.916873, -2.905079], [0.357349, -1.449354, -3.467772], [1.384335, -0.900785, -5.606436], [2.420398, 0.755054, -7.092986], [2.948303, 3.097776, -7.664100], [2.283999, 4.911732, -6.092364], [1.132979, 4.369476, -3.990493], [2.047206, 1.384907, 3.872982], [0.546029, 0.956837, 5.605550], [-0.566775, 2.961278, 6.143914], [-2.825240, 2.649975, 5.776497], [5.416328, -0.890473, -0.991082], [5.291901, -0.918633, 0.390997], [4.067415, -1.207309, 0.979948], [2.959270, -1.493185, 0.188000], [3.080115, -1.419471, -1.196892], [4.302097, -1.127299, -1.784873], [1.194709, -1.794568, 0.985842], [1.744466, -2.567919, 2.692723], [2.761281, -3.511832, 2.827778], [3.098248, -4.010721, 4.076625], [2.422669, -3.564325, 5.208151], [1.414782, -2.621376, 5.085185], [1.082125, -2.123645, 3.832110], [0.703999, -3.439423, 0.024443], [0.765319, -4.732377, 0.532688], [0.331624, -5.810658, -0.229856], [-0.175216, -5.611136, -1.506384], [-0.273265, -4.320274, -2.008274], [0.148357, -3.244426, -1.239760], [6.371544, -0.660833, -1.447948], [6.146466, -0.699265, 1.018953], [3.972851, -1.177557, 2.059633], [2.214122, -1.561732, -1.829792], [4.372824, -1.061297, -2.864264], [3.303867, -3.850086, 1.951379], [3.891929, -4.742792, 4.169651], [2.698235, -3.938728, 6.186651], [0.904272, -2.240395, 5.960087], [0.311359, -1.363729, 3.755157], [1.137469, -4.908741, 1.534325], [0.382981, -6.811630, 0.182190], [-0.508983, -6.454792, -2.098465], [-0.695685, -4.147914, -2.991717], [0.009198, -2.227495, -1.590585]], "forces_ev_per_a": [[-0.3309, 0.3461, 1.1914], [-0.0005, -0.0034, 0.0550], [-0.0083, -0.0077, -0.0271], [0.0544, -0.0392, -0.0558], [-0.0897, 0.0790, 0.0335], [0.0774, 0.0077, -0.0584], [0.0149, -0.0052, -0.0256], [-0.0102, -0.0095, 0.0329], [-0.0188, 0.0172, -0.0491], [-0.0542, 0.0036, -0.0430], [0.0199, 0.0140, -0.0288], [-0.0112, -0.0097, -0.0031], [-0.0134, 0.0101, -0.0054], [0.0202, 0.0191, 0.0228], [0.0028, -0.0092, -0.0063], [-0.0496, -0.0384, -0.0343], [-0.0057, 0.0040, 0.0116], [0.0140, 0.0079, 0.0157], [0.0012, 0.0078, 0.0121], [-0.0009, -0.0064, 0.0091], [0.0315, 0.0026, 0.0257], [0.0030, -0.0172, -0.0027], [-0.0494, -0.0236, 0.2259], [-0.1344, 0.4159, -0.0455], [0.1748, -0.3288, -0.0629], [-0.0384, 0.2038, 0.0934], [0.1008, -0.1311, -0.0013], [-0.0454, 0.1319, -0.0750], [0.0297, -0.2689, -0.0411], [-0.2606, 0.6139, 0.3617], [-0.0775, -0.3309, 0.1666], [0.1078, 0.1798, -0.3779], [0.3435, -0.3444, -0.3536], [-0.1555, 0.4556, 0.0857], [0.0691, -0.2869, -0.7847], [0.0932, -0.2173, -0.1427], [-0.0123, 0.0800, 0.0377], [0.0902, 0.0656, -0.0803], [-0.0295, -0.0693, 0.0115], [0.0175, 0.0721, -0.0138], [-0.0008, -0.0658, -0.0316], [-0.0216, 0.0480, 0.0448], [-0.1216, 0.0727, 0.0657], [0.0532, 0.0040, -0.1302], [0.0360, -0.0160, -0.0594], [-0.0129, -0.0284, -0.0354], [0.0022, -0.0216, 0.0308], [-0.0138, 0.0192, 0.0054], [-0.0086, -0.0046, -0.0150], [-0.0341, 0.0179, -0.0245], [0.0039, -0.0431, 0.0480], [0.0198, -0.0137, -0.0205], [0.0036, -0.0237, 0.0047], [0.0024, 0.0008, -0.0180], [-0.0020, 0.0245, 0.0026], [0.0348, 0.0172, -0.0220], [-0.0043, 0.0023, -0.4739], [-0.0651, -0.2026, 0.1406], [0.3043, 0.1865, 0.1940], [-0.3584, -0.0234, -0.0490], [-0.0132, -0.0032, 0.0082], [-0.0112, 0.0001, -0.0387], [0.0060, 0.0709, 0.0707], [-0.0394, 0.0450, -0.0304], [0.0406, -0.0065, -0.0061], [0.0009, 0.0205, -0.0062], [0.3723, -0.6555, 0.4276], [0.0097, -0.0315, 0.0033], [0.0269, -0.0079, -0.0411], [-0.0203, -0.0039, 0.0379], [0.0011, 0.0181, -0.0509], [0.0403, -0.0518, 0.0425], [-0.0922, 0.0276, -0.0821], [-0.0660, 0.0872, -0.0601], [0.0411, -0.0520, 0.0160], [-0.0194, 0.0116, 0.0019], [0.0038, 0.0101, 0.0068], [0.0079, -0.0021, -0.0028], [-0.0149, -0.0063, 0.0185], [-0.0028, 0.0107, 0.0010], [0.0010, 0.0109, 0.0117], [-0.0092, -0.0241, -0.0253], [-0.0088, -0.0562, -0.0040], [0.0038, -0.0131, 0.0052], [0.0002, 0.0114, 0.0028], [0.0164, 0.0062, -0.0026], [-0.0056, -0.0137, 0.0058], [-0.0081, 0.0291, -0.0095], [0.0552, 0.0216, 0.0313], [0.0089, 0.0165, -0.0346], [0.0079, -0.0056, 0.0010], [-0.0063, -0.0024, -0.0009], [-0.0085, 0.0048, 0.0041], [-0.0043, -0.0072, -0.0320]], "lumo_ev": 3.5, "charge": -2, "orbital_gap_ev": 4.2, "homo_energy_ev": -0.7, "total_energy_ha": -13826.3787, "de_lowest_ev": 0.0000}